Record 1
Density functional theory data (ωB97M-V with the def2-TZVPD basis set) for a molecular structure, C37H64Cl2FNOSSbW.

CARTESIAN COORDINATES (ANGSTROEM)
H 4.210 1.301 3.480
C 3.602 1.311 -3.008
H 2.469 2.129 5.077
H -3.209 -4.177 -1.905
H -4.280 -3.974 0.694
H -0.435 -4.394 -1.601
H -2.724 0.158 -4.359
C -4.697 -3.043 1.063
H 1.223 4.275 2.393
H 2.839 4.609 -0.944
C 2.120 0.021 4.837
H 0.321 1.527 -4.811
F 1.307 -0.963 -0.461
C 2.454 1.845 -2.434
H 0.799 -2.482 1.510
H -1.293 0.441 -2.463
H -1.495 5.797 -3.251
H 3.537 -1.829 -1.668
C 6.088 0.392 1.807
H -2.354 1.721 -5.020
H -0.409 -3.267 2.550
H -2.420 -2.087 3.485
H -5.282 -2.572 0.277
H 3.135 4.571 0.780
H -4.228 -0.706 -2.942
H 0.922 5.414 0.313
H -2.103 -4.907 1.572
C -1.796 -2.004 -2.845
C 0.598 3.839 1.615
H -2.857 -3.693 2.910
H 3.088 -0.292 5.226
H -0.163 6.032 -1.211
H 0.539 -2.968 -1.284
H -3.736 -0.102 2.535
C -1.172 1.176 -3.274
H 2.817 3.071 -0.095
C -0.130 2.677 -1.457
H 2.118 2.842 -2.683
H -4.016 -3.248 -3.142
C -4.318 -0.730 1.868
H -0.380 -0.079 -4.846
H -4.056 -2.673 3.655
C 2.190 1.432 4.282
H 0.647 2.749 1.730
H -5.393 -3.299 1.864
C 1.054 4.332 0.253
C -0.361 5.044 -1.600
C -1.114 4.919 -2.751
H 1.802 -0.707 4.085
H -1.947 3.570 -4.157
N 0.490 1.435 -0.934
H -1.376 -2.998 -2.957
C -1.366 3.662 -3.254
H -2.211 -1.724 -3.814
H -2.263 -5.083 -0.176
H 7.068 0.349 1.341
C -0.029 0.708 -4.182
O 1.413 0.334 1.684
C 2.170 -0.212 -1.319
C -3.834 -0.772 -1.928
H -4.513 -0.193 0.940
H -4.696 -3.293 -1.532
H 3.313 2.704 2.910
H 6.236 0.283 2.881
H -4.693 -0.853 -1.261
C 3.794 -0.767 1.831
H -0.974 -1.320 -2.630
H -3.306 1.616 -3.543
H -2.713 1.590 3.469
H 1.417 -0.029 5.664
C -3.191 -2.665 2.988
C 4.010 0.008 -2.740
C -1.560 -4.899 0.633
C 0.126 -3.866 -0.833
H -5.282 -0.882 2.356
C 3.276 -0.802 -1.874
H 3.785 -1.022 2.888
C -3.762 -3.259 -2.080
H -3.322 0.175 -1.716
H 5.132 -0.619 0.157
C 0.160 -3.370 1.628
C -2.934 -2.001 -1.822
C -2.468 1.181 -4.083
C 0.172 3.944 -0.924
W -0.206 0.323 0.487
C -0.729 -3.634 0.413
C -1.747 1.620 2.969
Cl -0.918 0.050 3.117
H 0.959 -4.512 -0.554
C 2.543 4.123 -0.018
H 4.176 1.914 -3.696
H -0.422 4.167 1.811
C 5.201 -0.706 1.245
H -0.879 -5.751 0.655
H 3.162 -1.478 1.294
H 0.826 0.316 -3.637
H -1.081 2.406 3.317
S 2.925 0.797 1.619
C -3.659 -2.088 1.656
C -0.883 2.515 -2.626
Sb -2.045 -1.902 0.158
H 5.697 1.393 1.614
Cl -2.026 1.895 1.203
H 4.891 -0.390 -3.219
H 5.646 -1.681 1.452
H 0.836 -4.217 1.760
H 1.212 1.767 3.926
C 1.722 1.065 -1.550
C 3.223 1.655 3.183

Computed properties:
* orbital gap (spin up / spin down): 6.60 / 6.66 eV
* net charge: +3
* 2S+1: 3
* E_HOMO (spin up / spin down): -16.353 / -16.353 eV

Record 2
Density functional theory data (ωB97M-V with the def2-TZVPD basis set) for a molecular structure, C37H64N2O9.

CARTESIAN COORDINATES (ANGSTROEM)
H 0.902 4.127 1.573
H 3.510 1.702 1.479
C -2.395 3.571 -3.028
C -3.574 1.641 -1.494
H 0.005 -2.194 3.754
O -4.237 -0.424 2.178
H -0.272 -2.108 0.503
H -0.830 2.778 -6.485
C 1.835 -0.995 -1.044
H 0.421 -4.990 0.520
O -1.207 0.523 -5.245
H -3.269 -3.482 3.234
H 1.180 0.848 -1.322
C -1.037 -2.462 3.932
C -1.578 -3.930 0.582
H -1.856 -1.024 0.636
H 3.827 -0.274 -3.264
H 1.988 1.421 -3.601
H 0.327 -0.814 -3.878
H -1.017 -2.646 -1.025
H -1.371 0.630 4.758
H -0.305 -0.519 2.495
H 0.403 -2.050 2.307
H -0.572 -5.115 -0.872
H -1.013 -3.526 4.166
H 0.263 -3.390 -3.635
H 3.038 -2.470 3.637
H 2.359 0.900 0.387
C 3.734 1.726 -2.436
C 2.359 -1.226 1.955
C -1.870 3.296 -1.773
C 1.343 -3.217 -1.782
C -2.427 2.264 -1.019
H 1.989 5.115 0.568
H -0.905 -6.089 0.528
H -3.535 -1.287 -0.109
H 5.151 0.143 -2.068
C -1.166 -2.534 0.049
H -0.445 1.229 2.482
C -0.402 0.278 5.112
C -0.238 0.965 0.170
H 1.128 -2.270 0.702
H -0.378 2.462 -3.011
C -3.450 0.147 1.407
H 1.022 1.384 -3.409
H -4.872 1.515 -3.327
C -3.322 -2.471 2.828
C 0.674 0.597 4.120
C 1.925 4.239 1.213
H -2.009 2.015 -0.055
H 2.235 3.115 -3.058
H 3.578 -0.224 -1.509
C 0.241 0.405 2.681
H -1.785 1.496 2.016
H -0.510 0.644 -2.862
C -0.063 1.489 -3.387
H 4.217 -1.323 3.022
C -4.026 1.967 -2.832
C -0.016 2.459 -5.834
H 2.248 -0.334 -0.295
C 4.101 0.242 -2.344
H -3.369 1.996 2.600
O -0.631 1.895 0.840
H 1.317 -4.265 -1.524
H 1.707 -3.273 2.012
H -1.473 -1.956 4.793
C 1.325 -2.280 1.774
C -1.900 -2.119 2.788
O 4.585 2.580 -2.319
H -0.326 -0.792 5.308
H 2.951 -0.723 4.020
H 0.137 3.445 -5.395
H 1.710 1.620 1.773
C -2.847 1.519 1.770
O -2.545 -4.105 1.288
C 0.160 1.226 -1.260
C 0.785 -2.726 -2.961
C -0.011 -0.486 0.652
H 1.671 1.889 -1.895
H 0.265 2.257 -1.597
H -1.933 4.169 -3.799
C 2.290 2.064 -2.775
H -2.009 -1.855 0.180
O 2.469 3.130 -0.820
N 1.357 -0.471 -2.167
H 0.900 2.096 -6.301
H 1.012 0.555 1.925
O 2.548 -0.352 1.133
C -0.515 1.463 -4.832
H -0.403 0.730 -2.051
C 2.511 1.754 1.047
H -4.068 0.882 -0.905
N -3.443 2.924 -3.505
H -0.685 -0.780 1.457
H -3.825 -2.517 1.861
H 2.292 -2.766 0.054
H -2.483 0.100 -0.531
C 2.306 3.022 0.371
H 1.005 -0.529 1.045
H -0.121 -1.183 -0.178
C -2.781 -0.590 0.258
O 1.792 1.053 4.440
C 1.848 -2.342 -0.835
H -0.901 3.701 -1.521
H -2.942 2.117 0.864
C -0.622 -5.083 0.217
C 3.159 -1.460 3.245
H 2.504 4.371 2.127
O -1.452 -1.423 1.866
H -0.230 0.800 6.054
C 0.815 -1.345 -3.074
H -3.956 -1.883 3.491

Computed properties:
* orbital gap: 8.14 eV
* net charge: 0
* E_HOMO: -8.430 eV

| no. | electronic energy (hartree) |
| --- | --- |
| 1 | -3302.987459 |
| 2 | -2233.522929 |